The following is a DFT calculation (the ωB97M-V functional and the def2-TZVPD basis) of the molecule C3H2N2O3 at a distorted geometry.

ORCA input file:
```
! wB97M-V def2-TZVPD RIJCOSX def2/J DEFGRID3
* xyz 0 1
C 2.105 -0.273 0.079
C -0.326 -0.095 -0.257
C -1.192 1.031 -0.294
H 2.962 -1.088 -0.420
H -1.316 1.863 -0.816
N -2.026 -0.818 0.733
N -0.884 -1.188 0.309
O 2.254 0.609 0.998
O 0.816 -0.529 -0.659
O -2.392 0.490 0.327
*
```

SMILES string   O=COc1conn1
LUMO energy   0.13 eV

The following is a DFT calculation (the ωB97M-V functional and the def2-TZVPD basis) of the molecule C6H10.

ORCA input file:
```
! wB97M-V def2-TZVPD RIJCOSX def2/J DEFGRID3
* xyz 0 1
C -1.058 -0.773 1.422
C -0.559 0.368 0.545
C 0.950 0.761 0.522
C 0.908 0.729 -1.008
C 0.613 -0.668 -1.449
C -0.515 0.200 -0.974
H -1.253 -0.434 2.446
H -1.997 -1.176 1.024
H -0.337 -1.596 1.476
H -1.142 1.270 0.763
H 1.160 1.737 0.967
H 1.633 0.020 0.957
H 1.335 1.475 -1.670
H 0.979 -1.512 -0.863
H 0.626 -0.834 -2.523
H -1.344 0.433 -1.637
*
```

SMILES string   C[C@H]1C[C@H]2C[C@H]21
LUMO energy   1.24 eV

The following is a DFT calculation (the ωB97M-V functional and the def2-TZVPD basis) of a cluster of 9 separate species, BH22NO7 in total at a distorted geometry.

ORCA input file:
```
! wB97M-V def2-TZVPD RIJCOSX def2/J DEFGRID3
* xyz 0 1
N 49.975 40.092 4.454
H 50.304 39.615 3.878
H 50.548 40.274 5.185
H 49.067 39.743 4.808
H 49.587 41.054 4.102
B 48.838 37.850 8.124
H 49.781 38.176 8.926
H 47.755 37.680 8.749
H 48.548 38.547 7.264
H 48.970 36.791 7.644
O 51.935 35.522 6.877
H 51.019 35.907 7.059
H 51.826 35.362 5.890
O 47.922 34.196 9.510
H 48.207 34.894 8.921
H 47.418 34.718 10.174
O 45.078 36.033 8.886
H 45.293 35.803 9.742
H 45.913 36.391 8.554
O 51.164 37.896 11.642
H 52.062 38.356 11.683
H 50.896 37.827 10.743
O 46.402 37.479 5.712
H 46.820 37.464 6.408
H 45.563 37.974 5.865
O 48.401 41.133 9.642
H 48.566 40.245 9.079
H 47.755 41.619 9.115
O 51.617 39.900 7.629
H 51.202 39.194 8.019
H 51.408 40.602 8.199
*
```

LUMO energy   -1.76 eV

The following is a DFT calculation (the ωB97M-V functional and the def2-TZVPD basis) of a structure of composition C38H30IrN10O4S4Se.

ORCA input file:
```
! wB97M-V def2-TZVPD RIJCOSX def2/J DEFGRID3
* xyz 0 6
Ir 0.453 -0.522 0.130
C -2.631 2.695 -1.017
N -2.596 2.307 0.385
C -2.741 3.170 1.444
C -2.571 2.461 2.571
N -2.323 1.145 2.197
C -2.324 1.062 0.825
S -2.048 -0.249 -0.228
C -2.021 0.118 3.140
C -2.313 0.322 4.490
C -1.998 -0.689 5.376
C -1.432 -1.864 4.900
C -1.182 -1.955 3.545
N -1.458 -0.978 2.681
H -3.143 3.651 -1.089
H -3.162 1.945 -1.586
H -1.613 2.764 -1.400
H -2.934 4.218 1.302
H -2.594 2.786 3.593
H -2.775 1.229 4.849
H -2.189 -0.554 6.433
H -1.176 -2.678 5.563
H -0.706 -2.833 3.123
S 0.697 1.825 0.724
C 0.926 1.722 2.412
C 0.581 2.836 3.209
C 0.662 2.797 4.578
C 0.176 3.905 5.348
N -0.255 4.785 5.950
C 1.173 1.635 5.211
C 1.563 0.559 4.453
C 1.435 0.551 3.045
S 1.876 -0.854 2.183
C 1.266 1.562 6.641
N 1.340 1.504 7.787
H 0.200 3.722 2.718
H 1.948 -0.326 4.940
N -3.989 -9.812 3.448
C -3.370 -8.965 2.979
C -2.592 -7.907 2.394
C -1.602 -8.206 1.462
C -0.847 -7.190 0.908
C -1.071 -5.875 1.296
C -2.059 -5.570 2.225
C -2.823 -6.586 2.767
N -0.276 -4.839 0.749
C 1.057 -4.919 0.389
C 1.423 -3.664 0.020
N 0.343 -2.823 0.141
C -0.649 -3.543 0.587
H -1.433 -9.232 1.168
H -0.097 -7.416 0.162
H -2.220 -4.547 2.537
H -3.592 -6.360 3.493
H 1.614 -5.835 0.460
H 2.376 -3.308 -0.329
H -1.656 -3.184 0.732
C -4.031 -2.093 -10.763
C -3.838 -1.327 -9.485
C -2.951 -0.252 -9.425
C -2.781 0.467 -8.256
C -3.505 0.108 -7.128
C -4.388 -0.959 -7.159
C -4.551 -1.667 -8.340
S -3.245 0.995 -5.627
O -3.359 2.408 -5.864
O -4.099 0.392 -4.632
N -1.662 0.696 -5.355
C -1.305 -0.713 -5.130
C 0.045 -0.804 -4.405
C -0.004 -0.259 -2.976
O -0.109 0.971 -2.813
O 0.091 -1.131 -2.050
H -3.180 -1.969 -11.432
H -4.921 -1.743 -11.291
H -4.164 -3.157 -10.569
H -2.384 0.020 -10.308
H -2.094 1.302 -8.209
H -4.933 -1.222 -6.263
H -5.240 -2.503 -8.370
H -1.348 1.237 -4.534
H -1.231 -1.210 -6.099
H -2.077 -1.223 -4.542
H 0.770 -0.206 -4.958
H 0.364 -1.844 -4.388
Se 3.564 0.700 -3.498
C 2.878 0.163 -1.948
N 2.424 -0.188 -0.938
*
```

⟨S²⟩   8.798
LUMO energy (spin up / spin down)   -0.46 / -3.61 eV

The following is a DFT calculation (the ωB97M-V functional and the def2-TZVPD basis) of a cluster of 2 separate species, CHFO2 in total.

ORCA input file:
```
! wB97M-V def2-TZVPD RIJCOSX def2/J DEFGRID3
* xyz 0 1
C 1.411 -0.700 1.284
O 1.286 -0.133 2.254
O -1.393 0.133 -1.162
F -0.458 0.973 -0.501
H -0.846 -0.273 -1.875
*
```

LUMO energy   0.54 eV

The following is a DFT calculation (the ωB97M-V functional and the def2-TZVPD basis) of the molecule C4H3NO3 at a distorted geometry.

ORCA input file:
```
! wB97M-V def2-TZVPD RIJCOSX def2/J DEFGRID3
* xyz 0 1
C -0.093 1.358 1.021
C -0.040 0.196 0.115
C -0.998 -0.541 -0.461
C -0.249 -1.495 -1.211
H 1.809 1.214 1.104
H -2.071 -0.384 -0.382
H -0.557 -2.335 -1.823
N 1.036 -1.383 -1.016
O 1.105 1.816 1.467
O -1.124 1.856 1.366
O 1.181 -0.303 -0.179
*
```

SMILES string   O=C(O)c1ccno1
LUMO energy   -0.08 eV

The following is a DFT calculation (the ωB97M-V functional and the def2-TZVPD basis) of the molecule C4H7NO at a distorted geometry.

ORCA input file:
```
! wB97M-V def2-TZVPD RIJCOSX def2/J DEFGRID3
* xyz 0 1
C -1.369 -1.128 0.238
C -0.043 -0.436 0.263
C 0.711 -0.271 -0.955
C 0.852 1.813 0.349
H -1.240 -2.175 0.665
H -2.022 -0.529 0.898
H -1.857 -1.134 -0.783
H 0.453 -0.450 1.234
H 1.821 -0.369 -0.898
H 0.322 -0.597 -1.916
H 1.450 2.466 -0.326
N 0.059 0.909 -0.347
O 0.863 1.902 1.577
*
```

SMILES string   C[C@H]1CN1C=O
LUMO energy   0.95 eV

Values of ΔE to the lowest compared entry with this formula, charge and spin, in order: 587.8, 127.7, 156.5, 86.4, 469.0, 167.3, 187.8, all in kJ/mol.